Entry 1:
100
Properties=species:S:1:pos:R:3 method="wB97M-V/def2-TZVPD" relative_energy_kcal_mol=0.00 homo_energy_ev=-4.722 charge=-1 max_force_ev_per_a=5.8 e_lumo_ev=0.58
C -3.250 0.652 4.899
C -2.528 1.626 3.885
C -2.989 1.537 2.371
Br -4.694 0.458 2.304
P -1.761 0.669 1.151
N -1.143 -0.471 2.371
Br -0.265 -0.417 -0.374
C -0.364 1.963 1.462
O -0.916 3.258 1.115
O 0.071 4.239 1.249
B -2.408 1.696 -0.399
N -3.764 2.278 -0.553
O -1.525 1.890 -1.524
H -2.696 0.773 5.878
H -3.170 -0.426 4.635
H -4.301 0.967 5.131
H -1.436 1.513 4.062
H -2.794 2.663 4.244
H -3.292 2.569 2.058
H -2.753 -0.334 0.809
H -0.401 -0.090 2.955
H -1.884 -0.920 2.906
H 0.523 1.719 0.823
H 0.008 2.028 2.517
H -0.428 5.076 1.206
H -4.513 1.601 -0.425
H -3.907 3.128 -0.014
H -1.902 2.688 -1.961
C 1.573 -2.317 -2.168
C 2.432 -2.754 -3.174
C 2.884 -4.065 -3.186
C 2.490 -4.946 -2.185
C 1.647 -4.503 -1.160
C 1.181 -3.190 -1.161
C 1.257 -5.418 -0.059
O 0.522 -5.042 0.832
C 1.790 -6.807 -0.059
C 1.481 -7.661 0.996
C 1.961 -8.961 1.000
C 2.745 -9.419 -0.055
C 3.060 -8.571 -1.105
C 2.592 -7.260 -1.106
C 2.965 -6.349 -2.219
O 3.655 -6.751 -3.139
H 1.214 -1.292 -2.167
H 2.747 -2.068 -3.952
H 3.548 -4.400 -3.974
H 0.518 -2.844 -0.378
H 0.868 -7.310 1.818
H 1.723 -9.623 1.826
H 3.114 -10.438 -0.055
H 3.675 -8.929 -1.922
C 2.771 3.722 2.227
C 4.149 3.858 2.071
C 4.962 4.037 3.181
C 4.401 4.093 4.452
C 3.017 3.981 4.607
C 2.207 3.784 3.493
C 2.398 4.088 5.952
O 1.194 3.987 6.092
C 3.275 4.329 7.127
C 2.707 4.489 8.387
C 3.517 4.701 9.492
C 4.901 4.746 9.345
C 5.471 4.593 8.091
C 4.661 4.394 6.977
C 5.282 4.267 5.633
O 6.491 4.310 5.505
H 2.141 3.574 1.362
H 4.588 3.822 1.081
H 6.034 4.137 3.054
H 1.135 3.684 3.609
H 1.631 4.451 8.507
H 3.072 4.830 10.472
H 5.534 4.905 10.210
H 6.548 4.634 7.979
C -0.874 1.438 -4.763
C -1.938 1.433 -3.858
C -3.161 0.891 -4.241
C -3.329 0.369 -5.521
C -2.266 0.400 -6.432
C -1.037 0.925 -6.043
C -2.440 -0.106 -7.812
O -1.517 -0.084 -8.607
C -3.769 -0.635 -8.220
C -3.967 -1.061 -9.530
C -5.198 -1.568 -9.917
C -6.236 -1.661 -8.994
C -6.045 -1.232 -7.689
C -4.815 -0.710 -7.301
C -4.633 -0.220 -5.908
O -5.544 -0.299 -5.105
H 0.085 1.850 -4.467
H -1.803 1.873 -2.786
H -3.987 0.881 -3.538
H -0.207 0.939 -6.741
H -3.161 -0.994 -10.251
H -5.351 -1.895 -10.939
H -7.196 -2.064 -9.295
H -6.856 -1.301 -6.974

Entry 2:
107
Properties=species:S:1:pos:R:3 method="wB97M-V/def2-TZVPD" relative_energy_kcal_mol=0.00 homo_energy_ev="-10.672 / -10.670" charge=+1 multiplicity=2 max_force_ev_per_a=1.3 e_lumo_ev="-2.53 / -4.99"
Bi -1.387 0.528 1.135
N -2.693 0.167 5.267
C -3.943 0.587 4.883
C -5.167 0.580 5.536
C -6.253 1.031 4.820
C -6.120 1.531 3.520
C -4.904 1.572 2.875
C -3.803 1.052 3.553
N -2.496 0.860 3.175
C -1.869 0.334 4.217
C -0.482 -0.020 4.105
C 0.427 -0.444 5.034
S 1.955 -0.696 4.302
C 1.301 -0.230 2.802
N 0.052 0.103 2.858
H -2.463 -0.264 6.149
H -5.270 0.225 6.548
H -7.234 0.997 5.265
H -7.001 1.884 3.007
H -4.801 1.967 1.878
H 0.277 -0.638 6.075
H 1.849 -0.234 1.879
C 2.128 -5.103 -3.051
C 0.669 -4.683 -3.233
C -0.298 -5.846 -3.434
C -0.312 -6.756 -2.212
C -0.499 -5.956 -0.956
C -0.940 -6.567 0.201
C -1.138 -5.821 1.359
F -1.542 -6.446 2.467
C -0.917 -4.468 1.386
C -0.460 -3.831 0.230
C -0.278 -2.389 0.254
O -0.569 -1.748 1.293
C 0.232 -1.807 -0.941
C 0.470 -2.613 -2.032
N 0.255 -3.920 -2.059
C -0.228 -4.574 -0.944
C 0.593 -0.374 -1.118
O 0.843 0.049 -2.228
O 0.689 0.376 -0.053
H 2.458 -5.683 -3.907
H 2.262 -5.697 -2.150
H 2.756 -4.219 -2.968
H 0.600 -4.013 -4.097
H -0.020 -6.414 -4.321
H -1.299 -5.439 -3.595
H 0.624 -7.319 -2.151
H -1.121 -7.482 -2.300
H -1.152 -7.625 0.217
H -1.098 -3.891 2.278
H 0.864 -2.147 -2.927
F -2.729 -1.863 2.823
Sb -4.037 -2.112 1.411
F -5.295 -1.676 2.768
F -3.865 -3.969 1.765
F -5.411 -2.342 0.140
F -2.840 -2.281 -0.090
F -4.090 -0.230 0.934
O -0.282 2.657 3.412
C 0.134 2.918 2.307
O -0.361 2.448 1.195
C 1.382 3.736 2.066
C 2.367 2.850 1.319
Ge 1.847 2.287 -0.586
C 3.461 3.843 -1.270
C 3.128 4.981 -1.949
C 4.121 5.940 -2.144
C 5.400 5.726 -1.669
C 5.708 4.555 -1.000
C 4.726 3.592 -0.804
C 0.471 3.214 -1.736
C -0.193 4.327 -1.241
C -1.134 4.980 -2.017
C -1.405 4.539 -3.300
C -0.717 3.451 -3.809
C 0.224 2.791 -3.035
C 3.220 1.006 -1.358
C 3.681 -0.073 -0.622
C 4.577 -0.974 -1.173
C 5.041 -0.786 -2.463
C 4.599 0.302 -3.197
C 3.688 1.188 -2.651
H 1.783 4.045 3.034
H 1.148 4.626 1.483
H 2.559 1.952 1.904
H 3.302 3.398 1.224
H 2.134 5.155 -2.327
H 3.870 6.849 -2.669
H 6.164 6.473 -1.821
H 6.703 4.374 -0.622
H 4.975 2.672 -0.297
H 0.003 4.685 -0.244
H -1.672 5.820 -1.608
H -2.139 5.050 -3.905
H -0.916 3.104 -4.812
H 0.750 1.937 -3.436
H 3.327 -0.233 0.388
H 4.913 -1.821 -0.594
H 5.751 -1.479 -2.891
H 4.963 0.469 -4.199
H 3.333 2.024 -3.237
Cl -3.068 2.569 -0.551
C -4.144 1.498 -1.488
Cl -3.225 0.120 -2.100
H -4.549 2.064 -2.326
H -4.927 1.131 -0.825